C21H34AsN6O3PPtS5 | ωB97M-V/def2-TZVPD

```
72
Properties=species:S:1:pos:R:3
Pt -0.57 -0.90 1.54
S -3.24 -1.59 4.58
As -1.97 -2.96 3.51
S 0.06 -2.03 3.47
S -2.27 -2.67 1.31
S -2.09 -4.94 4.11
O -0.12 -0.51 -0.81
S -0.20 0.54 -1.89
C -1.97 0.87 -2.12
C -2.78 -0.32 -2.53
C -3.46 -0.34 -3.75
C -4.19 -1.45 -4.12
C -4.25 -2.56 -3.29
C -3.57 -2.55 -2.08
C -2.84 -1.43 -1.70
C 0.21 -0.38 -3.41
C 1.50 -1.08 -3.15
C 1.51 -2.35 -2.57
C 2.70 -2.96 -2.23
C 3.91 -2.31 -2.46
C 3.91 -1.05 -3.03
C 2.71 -0.43 -3.37
H -2.03 1.69 -2.84
H -2.24 1.25 -1.13
H -3.41 0.52 -4.40
H -4.72 -1.46 -5.07
H -4.82 -3.43 -3.59
H -3.60 -3.41 -1.42
H -2.29 -1.44 -0.77
H 0.30 0.37 -4.20
H -0.61 -1.06 -3.63
H 0.57 -2.85 -2.37
H 2.69 -3.94 -1.77
H 4.84 -2.79 -2.19
H 4.85 -0.54 -3.22
H 2.72 0.55 -3.82
C 5.62 2.68 2.20
C 5.32 2.06 0.84
C 4.47 2.99 -0.03
C 4.67 0.68 0.96
N 3.31 0.72 1.49
C 2.15 0.63 0.84
N 1.18 0.68 1.73
N 1.78 0.81 2.93
N 3.05 0.85 2.80
H 6.13 3.63 2.07
H 6.26 2.03 2.79
H 4.71 2.85 2.77
H 6.26 1.87 0.32
H 3.51 3.21 0.45
H 4.28 2.57 -1.01
H 4.99 3.94 -0.17
H 5.25 0.02 1.60
H 4.59 0.22 -0.03
H 2.05 0.52 -0.22
N -1.70 1.15 4.07
C -2.51 2.22 3.44
P -3.07 1.82 1.73
O -3.54 3.07 1.08
O -2.03 0.95 1.04
C -4.54 0.73 2.02
N -4.45 -0.45 1.13
H -1.14 1.47 4.86
H -1.05 0.73 3.38
H -2.31 0.33 4.37
H -1.92 3.13 3.36
H -3.37 2.43 4.07
H -5.43 1.31 1.79
H -4.56 0.35 3.04
H -3.80 -1.19 1.53
H -4.02 -0.21 0.23
H -5.36 -0.87 0.95
```

Computed properties:
* HOMO-LUMO gap (spin up / spin down): 6.46 / 6.07 eV
* E_HOMO (spin up / spin down): -6.4 / -7.0 eV
* spin multiplicity: 3
* relative energy (zero: lowest compared OMol25 entry of this formula, charge and spin): 0.00 kcal per mole